Formula: C56H56F3Li2N10O6
Source: the Open Molecules 2025 dataset
Level of theory: ωB97M-V with the def2-TZVPD basis set

The geometry in XYZ format:
```
133
C56H56F3Li2N10O6 (ωB97M-V with the def2-TZVPD basis set)
Li 1.3069 -1.3335 -3.3895
Li 3.4124 -3.0791 -0.9262
C 1.2187 -0.8261 -0.6112
O 0.3336 -0.2606 -1.5999
O 1.9911 -1.7108 -1.3545
C 1.8816 0.2597 0.3427
F 2.4862 1.1939 -0.4617
F 0.9039 0.8759 1.1247
F 2.7946 -0.1684 1.2317
C -0.7745 0.6451 -1.1365
C -1.6478 0.9856 -2.3421
H -2.4345 0.2777 -2.6031
H -2.2166 1.9029 -2.1896
H -1.1525 1.3011 -3.2604
H -0.3332 1.5005 -0.6252
H -1.3403 0.1142 -0.3708
H 0.5505 -1.4532 -0.0210
C -3.6845 1.4424 4.4808
C -4.3807 0.5377 3.6931
C -3.6877 -0.4711 2.9927
C -2.2887 -0.5877 3.1822
C -1.6187 0.3289 4.0505
C -2.3216 1.3731 4.6068
N -1.4601 -1.6538 2.4971
O -0.3290 -1.8836 2.9000
O -1.8731 -2.1632 1.5051
H -4.2332 2.2123 5.0029
H -5.4593 0.4937 3.7247
H -4.1786 -1.1543 2.3155
H -0.5550 0.2565 4.2231
H -1.7535 2.0437 5.2345
C -1.4712 5.4595 -0.0100
C -0.8613 4.3780 -0.6796
C 0.5133 4.3093 -0.7963
C 1.3611 5.2701 -0.1944
C 0.7151 6.3260 0.5354
C -0.6966 6.4447 0.5848
N 2.8223 5.1048 -0.2433
O 3.2369 4.0353 -0.6978
O 3.5483 6.0676 0.0645
H -2.5486 5.5303 -0.0351
H -1.5251 3.8062 -1.3110
H 0.8112 3.5118 -1.4609
H 1.3096 7.0070 1.1264
H -1.1833 7.3054 1.0193
N 2.7441 4.2631 5.7221
C 1.7975 3.3398 5.3660
C 1.7597 2.7397 4.1135
C 2.6370 3.1732 3.1020
C 3.6265 4.1106 3.4987
C 3.6107 4.7130 4.7879
H 1.1888 3.0084 6.1943
H 1.0677 1.9402 3.8934
H 2.5797 2.6884 2.1387
H 4.3657 4.2977 2.7338
H 4.3595 5.4297 5.0915
N 1.6982 -0.5636 5.1730
C 3.0312 -0.4915 4.9092
C 3.9411 -1.3318 5.5786
C 3.4165 -2.1501 6.5985
C 2.0624 -2.2759 6.7743
C 1.2496 -1.4471 6.0648
H 3.2402 0.2196 4.1237
H 5.0051 -1.1793 5.4731
H 4.0536 -2.6875 7.2853
H 1.7322 -3.0616 7.4377
H 0.1922 -1.5128 6.2746
N 2.8712 -5.0807 -1.3499
C 1.6020 -5.2823 -1.7164
C 1.0561 -6.5030 -2.3032
C 1.9597 -7.4931 -2.6610
C 3.2819 -7.3530 -2.2626
C 3.7082 -6.1624 -1.6391
H 0.9746 -4.4435 -1.4535
H 0.0320 -6.6713 -2.6021
H 1.6452 -8.3245 -3.2744
H 4.0249 -8.0800 -2.5556
H 4.7615 -6.1264 -1.4031
N -2.7511 5.0113 -3.9933
C -2.6796 3.7802 -4.6207
C -3.6650 2.7648 -4.3489
C -4.6440 3.0512 -3.4127
C -4.6239 4.2161 -2.7038
C -3.6649 5.1496 -3.0039
H -1.7621 3.5477 -5.1407
H -3.7030 1.8592 -4.9361
H -5.4912 2.4628 -3.0926
H -5.3086 4.3258 -1.8758
H -3.5710 6.0798 -2.4632
N 1.3583 0.4852 -4.3849
C 1.9381 1.6050 -3.8538
C 1.9607 2.8634 -4.4436
C 1.2920 3.0931 -5.6456
C 0.5964 2.0262 -6.2033
C 0.5977 0.8162 -5.5137
H 2.5118 1.4028 -2.9614
H 2.4431 3.6819 -3.9300
H 1.2392 4.0487 -6.1459
H 0.1342 2.0649 -7.1786
H 0.0591 -0.0303 -5.9134
N -6.8514 -0.4931 -1.0245
C -5.9293 0.4931 -0.9524
C -4.6175 0.2771 -0.7173
C -4.1600 -1.0077 -0.4544
C -5.0844 -2.0637 -0.4039
C -6.3943 -1.7784 -0.8313
H -6.2674 1.5169 -1.0143
H -3.8349 1.0179 -0.7896
H -3.0847 -1.1048 -0.4271
H -4.6105 -3.0240 -0.2638
H -7.1487 -2.5496 -0.8807
N -0.6059 -2.3131 -3.8916
C -1.2962 -2.6927 -2.7448
C -2.3193 -3.5739 -2.7334
C -2.7750 -4.1256 -3.9531
C -2.0936 -3.7762 -5.1191
C -1.0547 -2.8470 -5.0422
H -0.9816 -2.1871 -1.8438
H -2.7801 -3.7806 -1.7788
H -3.6282 -4.7871 -3.9830
H -2.4676 -4.2115 -6.0340
H -0.4733 -2.5732 -5.9102
N 3.7317 -3.6483 0.9732
C 2.9014 -3.5482 2.0493
C 3.2044 -4.0498 3.3453
C 4.4779 -4.6244 3.4887
C 5.3870 -4.6966 2.4771
C 4.9343 -4.1804 1.2976
H 1.9297 -3.0823 1.9765
H 2.4259 -3.9337 4.0848
H 4.6342 -4.9578 4.5040
H 6.3881 -5.0885 2.5808
H 5.7132 -4.1697 0.5496
```

The HOMO energy is -0.3966 hartree. The total energy is -94718.741 eV. The total charge is +1. The value obtained for the max |F| is 3.9 eV/A.



Formula: C56H60FN4O6PSnTe
Source: the Open Molecules 2025 dataset
Level of theory: ωB97M-V with the def2-TZVPD basis set

The geometry in XYZ format:
```
130
C56H60FN4O6PSnTe (ωB97M-V with the def2-TZVPD basis set)
Sn -0.8609 -0.6314 -0.2093
C -8.2215 2.4877 -1.2125
C -7.2414 3.2588 -0.3431
N -6.0882 2.4516 0.0643
C -4.9259 2.5792 -0.6167
C -3.8069 1.8274 -0.4369
C -2.6354 2.1242 -1.3705
O -2.6028 3.2433 -1.8829
O -1.8477 1.1534 -1.5629
C -3.8108 0.8240 0.5816
O -2.8529 0.1028 0.9184
C -5.0776 0.6814 1.3236
C -5.1590 -0.2839 2.3287
C -6.3123 -0.4299 3.0398
F -6.3642 -1.3371 4.0452
C -7.4453 0.3531 2.7810
C -7.3693 1.3068 1.7881
C -6.1875 1.4915 1.0538
N -8.6667 0.2124 3.5049
C -9.0464 -1.0964 4.0006
C -10.5435 -1.1234 4.2329
N -10.8937 -0.0385 5.2231
C -10.4377 1.3157 4.7399
C -8.9475 1.2527 4.4758
H -9.0693 3.1216 -1.4718
H -8.5988 1.5979 -0.7086
H -7.7397 2.1704 -2.1369
H -7.7186 3.6664 0.5496
H -6.8390 4.1088 -0.8904
H -4.8946 3.3565 -1.3705
H -4.2922 -0.8958 2.5422
H -8.2562 1.8834 1.5678
H -8.5285 -1.3666 4.9319
H -8.8041 -1.8611 3.2648
H -10.8800 -2.0692 4.6529
H -11.0956 -0.9005 3.3218
H -10.4264 -0.2455 6.1099
H -11.8959 -0.0343 5.4138
H -10.7015 2.0465 5.5016
H -10.9901 1.5125 3.8229
H -8.4141 1.0749 5.4261
H -8.6182 2.2195 4.1008
O 1.5646 -1.8246 0.1049
C 2.4600 -0.8125 0.2346
C 3.5065 -0.7713 -0.8118
C 4.8079 -1.1884 -0.5206
C 5.7535 -1.3029 -1.5254
C 5.4051 -1.0337 -2.8443
C 4.1139 -0.6316 -3.1412
C 3.1636 -0.4672 -2.1346
P 1.4752 0.1406 -2.4903
C 1.7187 1.8660 -3.0318
C 2.9537 2.5030 -3.1317
C 3.0211 3.8515 -3.4576
C 1.8587 4.5745 -3.6926
C 0.6240 3.9463 -3.5916
C 0.5524 2.6038 -3.2549
C 1.0862 -0.7730 -4.0205
C 0.6695 -0.1615 -5.1978
C 0.3069 -0.9318 -6.2958
C 0.3509 -2.3151 -6.2252
C 0.7557 -2.9332 -5.0482
C 1.1142 -2.1677 -3.9514
H 5.0740 -1.4501 0.4955
H 6.7557 -1.6297 -1.2808
H 6.1340 -1.1447 -3.6362
H 3.8341 -0.4260 -4.1680
H 3.8695 1.9617 -2.9341
H 3.9862 4.3375 -3.5261
H 1.9161 5.6253 -3.9466
H -0.2933 4.4988 -3.7506
H -0.4207 2.1384 -3.1294
H 0.6380 0.9179 -5.2677
H -0.0068 -0.4445 -7.2100
H 0.0694 -2.9121 -7.0830
H 0.7910 -4.0131 -4.9847
H 1.4268 -2.6563 -3.0340
C -0.6350 0.1947 2.7702
O 0.0956 0.0490 1.5720
H -1.6191 -0.2663 2.7105
H -0.7638 1.2515 3.0336
H -0.1045 -0.2920 3.6023
C 0.1368 -3.7516 2.8623
C 0.2736 -2.9575 1.5873
O -0.7698 -2.7025 0.9131
N 1.5135 -2.6030 1.3455
Te 2.4515 -0.0953 2.2115
C 4.5799 0.1305 2.3381
C 5.3031 1.1347 1.6875
C 4.7070 2.0944 0.6899
C 6.6653 1.2394 1.9465
C 7.3256 0.3736 2.8089
C 8.7986 0.5302 3.0696
C 6.5913 -0.6421 3.4052
C 5.2255 -0.7836 3.1785
C 4.5011 -1.9278 3.8479
C 2.1562 2.0095 2.4726
C 2.4130 2.4321 3.7886
C 2.9936 1.5465 4.8650
C 2.1339 3.7491 4.1315
C 1.6077 4.6530 3.2184
C 1.3394 6.0795 3.6123
C 1.3646 4.2044 1.9326
C 1.6282 2.8941 1.5371
C 1.3899 2.5641 0.0990
H -0.5045 -3.1972 3.5488
H 1.1009 -3.9409 3.3294
H -0.3532 -4.6995 2.6402
H 3.8060 1.7068 0.2128
H 5.4297 2.2962 -0.1011
H 4.4462 3.0445 1.1613
H 7.2315 2.0130 1.4373
H 9.3590 0.5888 2.1360
H 9.1904 -0.3044 3.6491
H 8.9977 1.4482 3.6254
H 7.0930 -1.3496 4.0563
H 5.2170 -2.6520 4.2334
H 3.8352 -2.4600 3.1635
H 3.8981 -1.5814 4.6920
H 2.4887 0.5786 4.9392
H 2.8951 2.0312 5.8349
H 4.0520 1.3510 4.6914
H 2.3303 4.0719 5.1483
H 0.9105 6.1389 4.6129
H 0.6542 6.5597 2.9149
H 2.2650 6.6586 3.6191
H 0.9657 4.8910 1.1927
H 0.3361 2.6793 -0.1662
H 1.6809 1.5478 -0.1486
H 1.9587 3.2434 -0.5373
```

The HOMO energy (spin up / spin down) is -0.2979 / -0.3076 hartree. The total energy is -102414.095 eV. The total charge is +1. The value obtained for the max |F| is 0.7 eV/A. Its multiplicity is 2. Its energy above the lowest of the compared OMol25 structures with the same formula, charge and spin is 28.5 kcal per mole.